1.
A 2-piece molecular cluster, C4H11NO4S overall, computed with ωB97M-V with the def2-TZVPD basis set.

Each line ends with the Mulliken charge.
Element x y z (Å)
C (-2.301, -1.118, -1.096)  -1.0512
S (-2.466, -0.140, 0.324)  1.0936
O (-1.484, -0.294, 1.369)  -0.5571
O (-3.983, -0.287, 1.027)  -0.5227
O (-2.714, 1.314, -0.140)  -0.4530
H (-3.204, -1.173, -1.593)  0.3789
H (-1.965, -2.064, -0.868)  0.3342
H (-4.144, 0.283, 1.766)  0.3220
H (-2.010, 1.550, -0.843)  0.4444
C (1.873, -0.827, -0.390)  -0.8518
N (1.159, 0.449, -0.339)  0.2220
C (1.405, 1.249, 0.868)  -0.9797
C (0.383, 0.885, -1.272)  0.2460
O (-0.281, 1.907, -1.224)  -0.7395
H (3.009, -0.675, -0.587)  0.2935
H (1.777, -1.476, 0.518)  0.3002
H (1.471, -1.432, -1.241)  0.2905
H (0.938, 0.670, 1.573)  0.4171
H (2.476, 1.475, 1.073)  0.3077
H (0.966, 2.291, 0.705)  0.2608
H (0.191, 0.108, -2.071)  0.2440

SMILES	C=S(=O)(O)O.CN(C)C=O
E_LUMO	0.660	eV
frontier orbital gap	9.385	eV
2S+1	1
ΔE to the lowest compared entry with this formula, charge and spin	2.1856	eV


2.
C40H32N3O4P2S8Sc as an isolated structure, computed with ωB97M-V with the def2-TZVPD basis set.

Each line ends with the Mulliken charge.
Element x y z (Å)
Sc (-0.256, -0.405, 1.789)  0.0626
S (-3.946, -0.804, 0.910)  -0.5009
P (-2.584, -0.519, -0.547)  1.2614
C (-1.167, 0.372, -0.292)  -1.3245
P (-1.355, 1.872, 0.426)  1.8492
S (-1.408, 1.878, 2.462)  -0.6672
C (-2.845, 2.854, -0.096)  0.3995
C (-2.877, 3.430, -1.359)  -0.0300
C (-4.026, 4.112, -1.766)  -0.7777
C (-5.129, 4.175, -0.930)  -0.4183
C (-5.102, 3.600, 0.346)  -0.6808
C (-3.939, 2.947, 0.760)  -0.5552
C (-0.073, 3.057, -0.100)  0.3053
C (-0.150, 4.369, 0.330)  -0.5642
C (0.769, 5.302, -0.121)  -0.8149
C (1.786, 4.912, -1.003)  -0.6114
C (1.846, 3.595, -1.432)  -0.6335
C (0.907, 2.663, -0.993)  -0.0631
C (-1.998, -2.129, -1.242)  0.5381
C (-2.763, -3.263, -1.024)  -0.5101
C (-2.346, -4.504, -1.437)  -0.9269
C (-1.137, -4.627, -2.128)  -0.3348
C (-0.389, -3.504, -2.420)  -0.9336
C (-0.785, -2.266, -1.938)  -0.0070
C (-3.493, 0.164, -2.021)  0.6172
C (-2.897, 0.391, -3.270)  -0.5514
C (-3.657, 0.739, -4.349)  -0.5386
C (-5.033, 0.945, -4.211)  -0.4500
C (-5.649, 0.705, -2.992)  -0.6298
C (-4.871, 0.283, -1.917)  -0.4512
H (-1.985, 3.354, -1.956)  0.4715
H (-4.047, 4.564, -2.743)  0.4085
H (-6.014, 4.712, -1.245)  0.3529
H (-5.968, 3.626, 1.002)  0.3932
H (-3.888, 2.435, 1.714)  0.2775
H (-0.971, 4.666, 0.985)  0.3612
H (0.702, 6.341, 0.149)  0.3827
H (2.488, 5.639, -1.352)  0.4071
H (2.631, 3.280, -2.096)  0.4485
H (0.929, 1.628, -1.333)  0.3989
H (-3.713, -3.191, -0.516)  0.2864
H (-2.876, -5.407, -1.213)  0.4168
H (-0.788, -5.610, -2.428)  0.3849
H (0.537, -3.591, -2.998)  0.4485
H (-0.156, -1.392, -2.066)  0.4190
H (-1.812, 0.206, -3.328)  0.2971
H (-3.189, 0.859, -5.316)  0.3888
H (-5.604, 1.241, -5.092)  0.3423
H (-6.709, 0.833, -2.844)  0.4186
H (-5.302, 0.040, -0.941)  0.2376
O (-0.655, -5.581, 6.660)  -0.6883
C (-0.518, -4.697, 5.823)  0.5614
S (-0.883, -4.893, 4.124)  -0.0969
C (-0.556, -3.230, 3.605)  -0.3733
C (-0.116, -2.428, 4.591)  0.2686
S (0.261, -0.738, 4.266)  -0.4295
S (0.066, -3.078, 6.212)  -0.1969
S (-0.870, -2.870, 1.966)  -0.0658
N (1.546, 1.136, 1.887)  0.1402
C (2.302, 1.808, 2.435)  -0.0224
N (3.129, 2.555, 3.156)  -0.0506
C (4.152, 1.792, 3.962)  -0.5557
C (5.433, 1.686, 3.204)  -0.4816
O (5.901, 2.956, 2.785)  -0.4303
C (4.982, 3.513, 1.853)  -0.5864
C (3.660, 3.789, 2.542)  -0.2125
H (3.760, 0.797, 4.216)  0.3992
H (4.311, 2.346, 4.898)  0.2908
H (5.272, 1.036, 2.300)  0.3018
H (6.198, 1.253, 3.836)  0.3770
H (4.872, 2.836, 1.001)  0.3622
H (5.396, 4.452, 1.527)  0.3872
H (2.951, 4.110, 1.769)  0.0659
H (3.790, 4.551, 3.291)  0.2889
O (5.021, -2.469, -2.859)  -0.7598
S (3.615, -2.556, -2.538)  1.1642
O (2.640, -2.328, -3.587)  -0.6332
N (3.296, -1.593, -1.243)  -0.6069
C (2.894, -2.288, -0.209)  0.4637
S (2.556, -1.719, 1.314)  -0.3424
C (2.787, -3.786, -0.457)  0.4522
C (2.217, -4.763, 0.342)  -0.3598
C (2.152, -6.052, -0.117)  -0.7344
C (2.678, -6.375, -1.365)  -0.3938
C (3.183, -5.390, -2.197)  -0.5897
C (3.208, -4.092, -1.711)  -0.0894
H (1.847, -4.460, 1.330)  0.3614
H (1.713, -6.848, 0.494)  0.3911
H (2.596, -7.370, -1.717)  0.4055
H (3.515, -5.594, -3.203)  0.4180

charge	-2
E_LUMO	3.816	eV
frontier orbital gap	5.735	eV
2S+1	1


3.
C6H6N2 as an isolated structure, computed with ωB97M-V with the def2-TZVPD basis set.

Each line ends with the Mulliken charge.
Element x y z (Å)
C (-2.493, 0.113, -1.359)  -0.3154
C (-1.388, 0.321, -2.007)  -0.5319
C (-1.433, -0.123, 1.402)  -0.3389
C (-1.683, -0.110, 0.015)  0.2392
C (-0.565, -0.089, -0.774)  0.0792
C (2.077, -0.301, 0.487)  -0.6658
N (-0.127, -0.117, 1.671)  -0.5281
N (0.703, 0.116, 0.700)  0.1594
H (-3.639, -0.133, -1.470)  0.2908
H (-1.125, 0.539, -3.021)  0.4090
H (-2.178, -0.331, 2.228)  0.3367
H (2.040, -1.433, 0.392)  0.2933
H (2.126, -0.046, -0.588)  0.2763
H (2.776, 0.067, 1.115)  0.2961

E_LUMO (alpha / beta)	0.635 / -1.350	eV
frontier orbital gap (alpha / beta)	6.582 / 7.302	eV
<S²>	2.038
2S+1	3
ΔE to the lowest compared entry with this formula, charge and spin	4.3225	eV


4.
One molecule with the formula C5H7NO, computed with ωB97M-V with the def2-TZVPD basis set.

Each line ends with the Mulliken charge.
Element x y z (Å)
C (0.068, 0.828, -1.621)  0.0562
N (1.059, 0.084, -1.329)  -0.5578
C (1.050, -0.607, -0.059)  -0.2026
C (0.802, 0.361, 1.313)  -0.7531
C (-0.190, -0.563, 0.751)  -0.0233
C (-1.353, -0.207, -0.097)  -0.5814
O (-1.112, 0.896, -0.972)  -0.3431
H (0.109, 1.537, -2.452)  0.3807
H (1.695, -1.493, -0.111)  0.3905
H (0.816, 1.420, 1.039)  0.2368
H (1.040, 0.242, 2.396)  0.3103
H (-0.345, -1.461, 1.343)  0.4446
H (-2.244, 0.081, 0.474)  0.3140
H (-1.396, -1.119, -0.676)  0.3283

SMILES	C1=N[C@H]2C[C@H]2CO1
E_LUMO	0.936	eV
frontier orbital gap	9.773	eV
2S+1	1
ΔE to the lowest compared entry with this formula, charge and spin	2.4103	eV


> Look up the 2S+1 of the second one.

1